(1)
92
Properties=species:S:1:pos:R:3:forces:R:3 method="wB97M-V/def2-TZVPD" homo_lumo_gap_ev=8.0 homo_ev=-8.672
C 4.1483 -0.8676 -5.8833 -0.56 0.10 -0.77
N 5.5735 -1.2455 -5.9845 -0.33 -0.41 0.65
C 6.2569 -1.1700 -4.6748 0.30 0.12 0.48
B 6.7048 0.3303 -4.2710 -0.11 -1.21 -0.36
O 7.4500 1.1157 -5.1791 -1.65 1.37 1.77
B 7.3668 2.4876 -4.7918 1.46 -1.57 0.42
O 7.7842 2.7751 -3.4505 -2.53 -0.98 -0.63
B 6.9006 2.0414 -2.6285 -0.26 -0.93 -0.02
P 6.4517 2.7428 -0.8596 1.07 0.43 1.58
O 6.4656 1.3828 0.1776 -0.26 0.90 -1.28
I 4.1249 3.4795 -1.1748 0.10 -0.59 -0.23
O 6.3204 0.7912 -2.9758 1.69 1.71 -1.54
H 3.4784 -1.7111 -5.5735 0.54 0.61 0.09
H 3.9831 -0.0109 -5.1935 0.23 -0.53 -0.41
H 3.7949 -0.5658 -6.9030 0.23 -0.11 0.86
H 5.5670 -2.2354 -6.2316 0.18 0.37 -0.22
H 7.2068 -1.7651 -4.7422 -0.71 0.39 0.05
H 5.6350 -1.6260 -3.8519 0.57 0.36 -0.52
H 6.9267 3.2973 -5.5285 0.22 0.20 -0.01
H 7.2026 0.8266 -0.1106 -0.22 -0.25 0.08
C 0.8607 4.4197 3.5609 0.05 -0.58 -0.29
C 1.6386 5.4516 4.4165 0.38 -0.41 -0.74
C 0.9733 6.8085 4.6880 -0.14 0.36 0.67
F 0.7051 7.5083 3.5771 -0.04 -0.12 -0.38
F 1.8004 7.5813 5.4345 0.14 -0.28 0.09
F 2.8660 5.6193 3.8812 -0.05 0.21 0.01
F 1.8310 4.8684 5.6334 -0.34 0.12 0.16
O 1.2027 4.3422 2.1543 -0.29 1.51 0.34
C 0.5852 5.2567 1.2912 -0.07 -1.17 1.19
C 1.5774 6.2459 0.6682 0.49 0.26 -0.41
F 2.2684 6.9275 1.5953 -0.06 -0.14 0.23
F 0.9254 7.1580 -0.0882 -0.33 -0.19 -0.04
F -0.4432 5.8523 1.9103 -0.06 0.48 -0.20
F 0.0373 4.5211 0.2954 0.18 0.07 -0.42
H 1.1436 3.4417 3.9526 0.22 0.15 -0.10
H -0.2180 4.4751 3.7134 0.07 0.31 -0.09
H 0.0420 6.6781 5.2471 0.02 -0.17 -0.01
H 2.2934 5.7131 0.0409 -0.08 -0.18 -0.03
C -3.1597 0.8121 0.8953 -0.62 -0.06 -0.32
C -2.0526 1.2768 1.8742 -0.44 -0.77 0.11
C -0.6383 1.4629 1.3102 0.52 0.58 -0.12
F -0.1178 0.3405 0.7966 -0.28 -0.51 -0.11
F 0.2047 1.8538 2.2973 -0.37 -0.11 0.27
F -2.0427 0.4483 2.9458 0.21 -0.07 0.00
F -2.4422 2.4969 2.3431 0.15 0.14 -0.25
O -3.5225 -0.5805 0.8586 1.16 -0.20 0.13
C -2.7954 -1.4937 0.0780 -0.80 1.47 0.05
C -2.0612 -2.5420 0.9219 0.12 -0.75 0.12
F -1.2286 -1.9774 1.8193 0.03 0.41 -0.04
F -1.3030 -3.3425 0.1330 -0.10 0.20 -0.37
F -1.9921 -0.8307 -0.7697 0.47 -0.15 0.00
F -3.6972 -2.1291 -0.6949 -0.02 -0.38 0.15
H -4.0722 1.2939 1.2513 0.11 -0.10 0.15
H -3.0082 1.2104 -0.1087 0.32 -0.11 0.02
H -0.6256 2.2352 0.5363 -0.19 0.02 0.05
H -2.7683 -3.1605 1.4712 0.12 0.10 -0.62
C -2.6673 -2.5520 -3.9948 0.31 0.47 0.29
C -3.7286 -3.5976 -4.4216 0.00 0.88 -0.39
C -3.2335 -4.9497 -4.9547 -0.17 -0.71 0.24
F -2.4775 -4.8498 -6.0566 0.24 0.47 -0.21
F -4.2947 -5.7244 -5.2899 -0.17 0.19 0.19
F -4.5769 -3.0189 -5.2987 0.05 -0.16 -0.19
F -4.4630 -3.8706 -3.3067 0.25 -0.26 0.12
O -2.3176 -1.5042 -4.9219 -0.05 -0.85 -0.81
C -1.3556 -1.7150 -5.9212 -0.32 -0.03 1.70
C -1.9465 -1.6521 -7.3356 -0.26 0.22 -0.52
F -2.9461 -2.5326 -7.5098 -0.05 -0.22 0.31
F -0.9957 -1.9423 -8.2519 0.26 0.05 0.20
F -0.6766 -2.8450 -5.6781 -0.02 -0.32 -0.39
F -0.4617 -0.7139 -5.7950 -0.05 0.23 -0.34
H -3.1210 -2.0073 -3.1656 -0.13 -0.03 -0.19
H -1.7804 -3.0201 -3.5655 0.03 -0.18 -0.28
H -2.6597 -5.4807 -4.1893 -0.02 0.14 0.11
H -2.3419 -0.6558 -7.5401 0.12 0.11 0.17
C -2.3012 -2.5664 4.9376 0.69 0.25 0.01
C -3.6265 -3.1247 4.3578 0.67 -0.58 0.73
C -4.9383 -2.5671 4.9281 -0.65 0.31 -0.41
F -5.0873 -2.7822 6.2404 0.43 -0.18 0.36
F -5.9911 -3.1686 4.3205 0.20 -0.08 -0.25
F -3.5988 -4.4718 4.4264 -0.23 0.05 0.07
F -3.6240 -2.8105 3.0229 -0.58 0.33 0.80
O -1.6033 -3.3189 5.9484 -1.14 -0.25 0.37
C -1.9483 -3.2005 7.3037 0.52 0.85 -1.33
C -2.5184 -4.5008 7.8849 -0.03 -0.58 0.22
F -3.5928 -4.9351 7.2033 -0.11 0.26 -0.30
F -2.9092 -4.3084 9.1639 0.16 0.28 0.03
F -2.7484 -2.1403 7.4857 -0.45 -0.13 0.20
F -0.8051 -2.9153 7.9553 0.07 -0.35 0.20
H -1.6018 -2.5756 4.1002 -0.10 -0.14 0.05
H -2.3886 -1.5153 5.2148 -0.27 -0.08 0.16
H -5.0144 -1.4913 4.7431 0.17 0.00 -0.08
H -1.7671 -5.2917 7.8601 0.19 0.14 -0.03

=====

(2)
21
Properties=species:S:1:pos:R:3:forces:R:3 method="wB97M-V/def2-TZVPD" homo_lumo_gap_ev="4.0 / 6.1" relative_energy_kcal_mol=70.3 multiplicity=3 homo_ev="-3.529 / -8.645"
C 0.6801 -1.5287 -1.4857 3.04 -2.82 -3.10
C 0.6615 -1.8383 -0.1579 1.05 -4.05 1.38
C -0.4050 0.0707 -0.4560 0.23 -1.70 -0.05
C -0.6052 0.0667 -2.9129 -2.57 0.09 1.08
C 0.1244 -0.4632 1.8099 -3.51 -0.12 0.09
N -0.1619 -0.4997 -1.6563 -3.05 4.47 0.91
N 0.0853 -0.7823 0.4823 1.74 0.74 0.63
N 1.8243 1.6203 1.9361 0.81 -0.43 0.96
O -1.3524 1.9984 2.4997 1.43 -1.84 -0.99
O -2.4983 0.0272 1.7105 -0.93 -1.45 0.44
O -1.0582 1.0648 0.0661 -0.23 1.42 -0.91
S -1.2850 0.7331 1.7916 -0.90 2.68 0.01
H 0.9918 -2.1260 -2.3885 -0.62 0.63 1.51
H 1.2249 -2.6323 0.3176 -0.15 0.61 0.22
H 1.7346 1.4443 0.9606 0.44 1.31 -1.16
H -1.7773 -0.0291 -2.8679 2.27 0.78 -0.49
H -0.2004 1.0724 -2.9382 -0.46 0.32 -0.48
H -0.2636 -0.5016 -3.7495 0.42 -0.46 -0.28
H -0.3403 -1.2436 2.4706 1.15 -0.12 -0.10
H 1.5557 2.4910 2.3564 0.19 0.97 -0.94
H 1.0651 1.0558 2.2116 -0.35 -1.03 1.31

=====

(3)
12
Properties=species:S:1:pos:R:3:forces:R:3 method="wB97M-V/def2-TZVPD" homo_lumo_gap_ev=9.5 relative_energy_kcal_mol=153.7 homo_ev=-9.779
C 1.1774 0.0795 0.2567 3.64 1.77 0.45
C 0.2252 1.1649 -0.3291 0.52 0.21 -0.45
N -1.1283 -1.0849 0.3435 3.09 0.27 1.30
O -2.3049 1.2073 0.6415 -0.51 0.33 1.04
O 0.5051 -0.7643 1.0345 -3.64 -2.08 0.49
O -0.8672 -1.9317 -0.7079 -0.11 1.23 -0.38
S -1.5323 0.4585 -0.3170 0.99 0.66 -1.29
H 1.8950 -0.4251 -0.5261 -1.57 0.86 0.97
H 1.9967 0.5297 1.1368 -2.07 -0.61 -2.62
H 0.2999 2.2059 0.1299 -0.61 -1.58 -0.25
H 0.3925 1.2943 -1.4137 0.18 -0.02 0.42
H -0.6591 -2.7341 -0.2490 0.10 -1.05 0.34

=====

(4)
55
Properties=species:S:1:pos:R:3:forces:R:3 method="wB97M-V/def2-TZVPD" homo_lumo_gap_ev=9.9 homo_ev=-10.811
O 1.0489 -2.3203 1.0402 1.13 0.73 -1.08
P 1.5251 -1.4083 -0.0290 -1.46 -1.24 2.37
O 1.2736 -2.0878 -1.4737 0.29 1.16 0.79
O 3.1610 -1.1718 0.1365 -1.29 0.36 -0.84
Cl 3.7466 -0.3703 -1.2523 0.18 0.03 0.30
O 0.7844 0.0217 0.1254 1.36 -1.16 -1.35
C -0.2851 0.2825 -0.8254 -1.03 0.32 0.28
B -1.5709 -0.6495 -0.6255 -0.35 -0.35 -0.11
O -2.1436 -0.8768 0.6065 0.81 0.19 -1.07
O -2.1438 -1.2264 -1.7738 1.10 0.18 0.68
H 1.4669 -1.4866 -2.2060 0.09 -0.04 -0.19
H -0.6035 1.3075 -0.6351 0.26 0.11 0.02
H 0.0651 0.2696 -1.8568 0.19 -0.04 0.03
H -2.9571 -1.3562 0.4111 -0.45 0.04 0.46
H -2.3543 -2.1279 -1.5184 -0.65 -0.21 -0.29
C -5.8801 2.5161 0.5866 -0.14 0.22 0.02
C -4.9564 2.0324 1.6809 0.08 0.17 0.21
O -4.7972 0.6492 1.3526 -0.07 0.02 -0.05
C -5.0441 0.4996 0.0341 -0.06 0.09 0.02
O -4.8303 -0.4942 -0.5836 0.01 -0.20 0.01
O -5.5645 1.6294 -0.4921 0.02 -0.03 0.06
H -5.6992 3.5479 0.2963 0.05 -0.08 -0.16
H -6.9340 2.3950 0.8442 0.03 -0.04 0.00
H -3.9780 2.5160 1.6492 -0.01 -0.03 -0.04
H -5.3770 2.1418 2.6772 0.01 -0.18 0.00
C 2.6754 4.3452 1.8539 0.05 0.11 0.21
C 3.5167 3.2977 1.1621 0.24 -0.06 0.06
O 2.5619 2.6578 0.3088 0.13 0.03 0.04
C 1.5522 3.5230 0.0813 -0.08 -0.03 0.03
O 0.6835 3.3486 -0.7108 -0.09 0.03 -0.09
O 1.6561 4.6074 0.8822 0.06 -0.04 0.01
H 3.2253 5.2540 2.0848 -0.11 0.07 -0.12
H 2.2048 3.9693 2.7643 -0.01 -0.03 -0.04
H 4.3046 3.7331 0.5443 -0.04 0.02 -0.01
H 3.9571 2.5792 1.8492 -0.11 -0.12 -0.08
C -0.9309 -3.2788 -5.4536 -0.10 -0.19 0.05
C -0.3438 -2.1630 -4.6226 -0.12 0.13 0.24
O 0.7086 -1.6741 -5.4616 -0.05 -0.09 0.06
C 0.4075 -1.9977 -6.7446 0.00 0.01 -0.07
O 0.9899 -1.5953 -7.6942 0.06 0.04 -0.09
O -0.6514 -2.8426 -6.7873 0.02 0.01 0.11
H -2.0006 -3.4041 -5.3060 -0.01 0.07 -0.18
H -0.4319 -4.2352 -5.2836 0.03 0.03 -0.01
H -1.0566 -1.3568 -4.4404 0.00 -0.03 -0.01
H 0.0503 -2.5076 -3.6698 0.12 0.01 -0.06
C 2.0829 -2.0550 4.2743 -0.40 -0.24 -0.13
C 3.4875 -1.7165 3.8696 0.32 -0.04 -0.40
O 3.9091 -0.8239 4.9066 -0.16 -0.07 0.06
C 3.1569 -1.0889 6.0067 -0.09 -0.01 0.01
O 3.3641 -0.6397 7.0849 0.04 0.06 0.11
O 2.1373 -1.9285 5.7026 0.21 0.15 -0.08
H 1.7969 -3.0635 3.9902 -0.07 -0.01 0.14
H 1.3483 -1.3547 3.8744 0.02 0.01 0.04
H 4.1463 -2.5877 3.8688 -0.02 0.01 0.04
H 3.5395 -1.2344 2.8965 0.08 0.14 0.09

=====

(5)
77
Properties=species:S:1:pos:R:3:forces:R:3 method="wB97M-V/def2-TZVPD" homo_lumo_gap_ev=5.9 relative_energy_kcal_mol=0.0 homo_ev=-11.995 total_charge=+2
Ir 1.2028 -0.1542 2.2729 -0.22 0.05 0.00
C -0.0650 2.0763 4.0145 -0.04 -0.03 0.04
O 1.0768 1.1858 4.0075 -0.03 0.09 -0.07
C 2.1105 1.6622 4.8969 0.08 -0.07 -0.05
C 2.8617 0.4776 5.4624 -0.10 0.06 -0.17
O 3.1558 -0.4322 4.4233 0.41 -0.20 0.31
C 4.4412 -0.3456 3.8429 -0.14 0.19 -0.16
C 4.3629 0.4332 2.5482 -0.08 -0.02 0.14
O 3.3186 -0.1241 1.7110 -0.04 0.01 -0.09
C 3.6274 0.0867 0.3155 -0.01 0.00 0.01
H -0.5329 2.0335 4.9971 0.00 0.00 0.00
H 0.2561 3.0979 3.8082 -0.01 0.00 0.00
H -0.7689 1.7332 3.2644 0.02 0.01 0.01
H 2.7686 2.3349 4.3387 -0.04 0.02 0.00
H 1.6288 2.2249 5.6963 0.04 0.02 0.02
H 3.7663 0.8370 5.9603 0.00 -0.05 0.07
H 2.2508 -0.0542 6.1914 -0.05 0.00 -0.02
H 5.1558 0.1554 4.5026 0.03 -0.06 0.03
H 4.7917 -1.3615 3.6623 -0.04 -0.02 -0.05
H 4.1436 1.4911 2.7196 0.00 -0.02 -0.04
H 5.3015 0.3528 2.0010 0.03 0.02 0.02
H 4.6093 -0.3345 0.1096 0.00 0.00 0.01
H 2.8876 -0.4362 -0.2799 0.01 0.02 0.02
H 3.6226 1.1524 0.0816 0.00 0.00 -0.01
C -3.8350 2.3991 -10.0726 0.00 0.00 0.00
O -3.5424 1.1201 -9.5161 0.00 0.00 0.00
C -3.0135 1.0635 -8.2878 0.00 0.00 0.00
C -2.7475 -0.2223 -7.8006 0.00 0.00 0.00
C -2.2059 -0.3853 -6.5494 0.00 0.00 0.00
C -1.9123 0.7232 -5.7457 0.00 0.00 0.00
C -2.1773 1.9976 -6.2399 0.00 0.00 0.00
C -2.7233 2.1768 -7.4976 0.00 0.00 0.00
C -1.3433 0.5866 -4.4152 -0.02 0.00 -0.01
N -0.9785 1.5836 -3.6286 0.01 0.00 0.01
C -0.5203 0.9991 -2.4933 0.00 -0.05 -0.01
C -0.5950 -0.3843 -2.5711 -0.01 0.05 0.02
N -1.1232 -0.6282 -3.8113 0.00 0.00 0.00
C -0.1557 -1.2458 -1.5297 0.00 -0.05 -0.02
C -0.1261 -2.6555 -1.5424 0.01 0.02 0.00
C 0.3720 -3.3364 -0.4618 -0.01 0.01 -0.01
C 0.8337 -2.6325 0.6561 0.00 -0.01 0.00
N 0.8024 -1.3101 0.6880 0.09 -0.06 -0.05
C 0.3208 -0.6086 -0.3751 0.02 0.05 0.05
C 0.3916 0.8176 -0.2719 0.01 -0.04 0.04
N 0.9046 1.3179 0.8884 0.01 -0.04 -0.08
C 1.0808 2.6249 0.9991 0.01 0.01 0.02
C 0.7237 3.5131 -0.0195 0.00 -0.01 -0.01
C 0.1712 3.0294 -1.1805 0.00 -0.02 0.01
C 0.0034 1.6423 -1.3295 0.00 0.03 -0.01
H -4.2472 2.2050 -11.0570 0.00 0.00 0.00
H -2.9281 2.9984 -10.1681 0.00 0.00 0.00
H -4.5720 2.9282 -9.4661 0.00 0.00 0.00
H -2.9763 -1.0701 -8.4312 0.00 0.00 0.00
H -2.0075 -1.3962 -6.2120 0.00 0.00 0.00
H -1.9524 2.8572 -5.6238 0.00 0.00 0.00
H -2.9199 3.1767 -7.8535 0.00 0.00 0.00
H -1.3493 -1.5211 -4.2140 0.00 0.00 0.00
H -0.4852 -3.2020 -2.4047 0.00 0.00 0.00
H 0.4134 -4.4158 -0.4522 0.00 0.00 0.00
H 1.2227 -3.1311 1.5328 0.00 -0.01 0.00
H 1.5177 2.9774 1.9232 0.00 0.00 0.00
H 0.8859 4.5711 0.1272 0.00 0.00 0.00
H -0.1267 3.6857 -1.9875 0.00 0.00 0.00
Br -3.3362 -1.9425 2.2827 0.00 0.01 -0.01
C -2.6029 -2.6452 3.8770 -0.03 0.00 0.00
C -3.4232 -3.4534 4.6453 0.00 -0.01 0.00
C -2.9283 -4.0508 5.7954 0.01 0.01 0.00
C -1.6066 -3.8654 6.1779 -0.01 0.00 -0.01
C -0.7842 -3.0684 5.4070 0.02 0.00 0.01
C -1.2749 -2.4359 4.2606 0.01 0.02 -0.03
C -0.3340 -1.5867 3.5329 0.03 0.02 0.04
O 0.9231 -1.7864 3.5552 -0.06 0.07 0.00
O -0.6850 -0.5599 2.8335 0.07 -0.02 0.01
H -4.4460 -3.6200 4.3387 0.00 0.00 0.00
H -3.5832 -4.6738 6.3896 0.00 0.00 0.00
H -1.2227 -4.3413 7.0690 0.00 0.00 0.00
H 0.2506 -2.9121 5.6814 0.00 0.00 0.01